[1]
27
Properties=species:S:1:pos:R:3:forces:R:3:nbo_charge:R:1 method="wB97M-V/def2-TZVPD" orbital_gap_ev=7.919 total_charge=-1 homo_energy_ha=-0.17374 lumo_energy_ev=3.19 e_tot_ev=-22207.300
I -0.276745 1.289867 2.418178 0.0 0.0 -0.1 -0.94
C -0.796358 -0.640680 -1.514339 -0.6 0.0 -0.4 -0.62
C -0.338460 -1.855188 -0.734850 0.4 -0.8 -0.3 -0.07
C 1.180240 -1.860191 -0.538835 0.9 1.0 1.2 -0.07
O 1.870674 -1.294400 -1.635348 -0.4 -0.7 -0.7 -0.55
C 3.233115 -1.082286 -1.418816 0.1 0.4 0.3 -0.24
N -1.056744 -2.028473 0.524824 0.4 0.6 0.6 -0.83
H -1.887450 -0.603823 -1.561647 0.0 -0.1 0.4 0.22
H -0.488485 -0.724938 -2.557874 0.4 0.1 0.1 0.21
H -0.447850 0.304654 -1.106873 0.2 0.0 0.1 0.22
H -0.574528 -2.738505 -1.341912 -0.1 0.0 -0.1 0.16
H 1.605075 -2.839234 -0.255287 -0.3 -0.3 -0.5 0.15
H 1.447432 -1.259902 0.351252 -0.5 0.2 -0.1 0.17
H 3.682423 -1.851967 -0.779452 0.0 -0.1 -0.1 0.16
H 3.394750 -0.111528 -0.929615 0.0 -0.1 0.1 0.17
H 3.733765 -1.049283 -2.386345 0.0 -0.1 0.0 0.18
H -0.889610 -1.195096 1.110416 -0.3 -0.2 -0.3 0.38
H -0.626649 -2.766356 1.079395 -0.1 -0.2 -0.2 0.34
O -2.232809 4.357315 2.884871 0.0 -0.2 0.0 -0.97
H -2.234331 4.479181 3.838492 0.0 -0.1 0.0 0.45
H -1.785981 3.496408 2.755450 0.0 0.2 0.0 0.50
O 1.254815 2.848316 -0.465226 -0.1 -0.2 -0.1 -0.97
H 0.689793 2.297809 0.112210 0.2 0.3 0.0 0.50
H 2.088113 2.895877 0.011468 -0.1 0.0 0.1 0.46
O -3.612763 0.266882 0.787942 0.1 0.3 -0.2 -0.95
H -4.180812 0.961667 0.438169 0.1 0.0 0.1 0.45
H -2.750620 0.703875 0.913754 -0.2 -0.2 0.2 0.49

***

[2]
10
Properties=species:S:1:pos:R:3:forces:R:3:nbo_charge:R:1 method="wB97M-V/def2-TZVPD" orbital_gap_ev=9.790 total_charge=0 homo_energy_ha=-0.34584 lumo_energy_ev=0.38 smiles="C=C.SS" e_tot_ev=-23839.814
C -0.859994 -0.803834 -1.901216 0.9 1.6 -0.1 -0.41
C -1.036054 -1.462104 -0.730606 -1.3 -0.5 0.0 -0.42
H 0.141243 -0.973838 -2.503446 -2.6 -0.1 0.8 0.21
H -1.519085 0.132351 -2.234266 1.8 -2.0 1.0 0.21
H -0.626016 -2.530018 -0.648665 0.0 2.0 0.4 0.21
H -1.784790 -1.103882 0.103444 1.3 -1.0 -2.0 0.21
S 2.047206 2.477272 2.543974 -0.7 -0.6 0.3 -0.14
S 1.805848 0.953690 1.126163 0.5 0.1 0.8 -0.11
H 1.222520 2.020484 3.564617 0.7 0.2 -0.8 0.13
H 0.609122 1.289875 0.679998 -0.5 0.2 -0.3 0.12

***

[3]
16
Properties=species:S:1:pos:R:3:forces:R:3:nbo_charge:R:1 method="wB97M-V/def2-TZVPD" orbital_gap_ev=9.251 total_charge=0 homo_energy_ha=-0.33249 lumo_energy_ev=0.20 e_tot_ev=-11243.289
C -2.387148 0.998875 0.532802 -2.8 -0.9 -2.6 -0.42
C 1.045571 1.043553 0.220112 2.9 1.0 2.3 0.18
C 1.057234 -1.530856 -1.212726 4.1 -1.4 -2.8 0.53
H -3.367514 0.391985 0.765745 2.1 0.2 -0.9 0.20
H -2.388885 1.371767 -0.626409 -0.4 -0.5 3.0 0.18
H -2.551006 1.723418 1.267425 0.2 2.0 0.5 0.20
H -0.952058 -0.335233 0.037532 -0.6 0.6 1.4 0.39
H 1.830380 1.860314 -0.043918 -1.6 -1.4 0.2 0.20
H 0.822378 -0.752783 1.030958 2.3 1.3 0.4 0.36
H 2.876154 -1.928768 -0.291231 -3.0 4.4 -0.7 0.37
H 1.593301 -2.250509 -1.990838 -1.2 0.8 1.3 0.11
N -1.164987 0.330789 0.835670 3.0 -0.1 -1.5 -0.52
N -0.123253 1.383708 0.511594 -1.9 -0.7 -0.6 -0.28
N 1.731213 -0.186842 0.753569 -4.2 -1.5 -2.9 -0.44
N 2.039527 -0.908149 -0.520704 5.0 -4.1 3.0 -0.47
O -0.060907 -1.211269 -1.269582 -3.9 0.4 0.0 -0.58

***

[4]
15
Properties=species:S:1:pos:R:3:forces:R:3:nbo_charge:R:1 method="wB97M-V/def2-TZVPD" orbital_gap_ev="8.597 / 8.596" total_charge=0 homo_energy_ha="-0.33696 / -0.33693" lumo_energy_ev="-0.57 / -0.57" e_tot_ev=-17101.017
C -0.916964 1.068395 1.029834 3.2 2.7 -1.5 -0.58
C -0.508872 0.364531 -0.266193 2.1 -1.6 0.6 -0.47
C -0.118825 -1.048132 0.138283 6.2 -0.6 0.7 0.21
C -0.997606 -2.129963 0.521943 -0.7 -1.2 2.3 0.36
O -2.048127 -2.537172 0.087298 0.4 0.7 -0.4 -0.50
N 1.206692 -1.513872 0.424694 -6.3 2.6 -1.7 -0.66
P 2.489378 -0.658689 -0.395797 -0.6 0.5 0.5 0.49
H -1.696497 1.747424 0.755420 -0.1 1.0 0.2 0.22
H -1.351706 0.356194 1.585399 -1.5 -2.3 2.6 0.20
H -0.013157 1.549371 1.550349 -1.6 -0.6 -0.6 0.22
H 0.368780 0.757823 -0.821717 -1.1 0.4 0.2 0.23
H -1.413893 0.305399 -0.779402 -1.1 -0.1 -1.8 0.23
H -0.514547 -2.556097 1.444920 -0.5 -0.5 -0.5 0.13
H 1.952533 -0.655344 -1.714082 0.0 0.2 0.1 -0.05
H 2.993772 -1.898366 -0.556273 1.4 -1.1 -0.5 -0.02

***

[5]
58
Properties=species:S:1:pos:R:3:forces:R:3:nbo_charge:R:1 method="wB97M-V/def2-TZVPD" orbital_gap_ev=5.500 total_charge=+1 homo_energy_ha=-0.39911 lumo_energy_ev=-5.36 e_tot_ev=-50104.575
C 4.584449 2.622047 2.760876 0.6 -0.2 0.2 -0.65
C 3.258760 2.002886 2.531714 -0.2 -0.2 -0.2 0.02
C 2.116025 2.779250 2.693218 -0.6 0.9 0.4 0.43
F 2.280127 4.070051 3.132934 -0.2 -1.2 -0.4 -0.32
C 0.840195 2.324264 2.451762 0.1 0.0 -0.2 -0.22
C 0.667095 1.021409 1.911315 0.9 -0.1 0.2 -0.10
C -0.558710 0.489462 1.453836 -0.5 -0.3 0.7 0.10
C -1.831179 1.088038 1.621238 -0.9 0.5 -0.5 -0.16
C -2.084701 2.489639 1.601256 0.1 -0.2 0.3 -0.21
C -3.330234 2.945762 1.970626 0.4 0.9 -0.2 0.44
F -3.570691 4.298904 1.973942 0.3 -1.3 0.0 -0.32
C -4.381224 2.106019 2.342438 0.4 -0.3 0.0 0.03
C -5.657146 2.688394 2.819176 -0.6 -0.1 0.1 -0.65
C -4.164991 0.722254 2.232724 -0.2 0.1 0.1 -0.22
C -2.938564 0.224679 1.845987 0.5 -0.2 -0.3 -0.09
C 1.820239 0.183658 1.854056 -0.4 0.0 -0.1 -0.13
C 3.076568 0.663709 2.145224 0.2 0.3 0.1 -0.23
H 5.346843 1.841252 2.757467 0.1 0.2 0.0 0.23
H 4.824962 3.342870 1.966211 -0.1 -0.1 0.2 0.25
H 4.625742 3.153262 3.721572 -0.1 -0.1 -0.3 0.26
H -0.012586 2.957655 2.665195 0.3 0.0 0.0 0.25
H -0.550735 -0.544649 1.082341 0.1 0.3 0.5 0.26
H -1.306895 3.181895 1.289563 -0.4 0.0 0.0 0.24
H -6.378840 1.882490 2.956476 -0.1 0.2 0.0 0.23
H -5.536971 3.199392 3.784287 0.1 -0.1 -0.3 0.25
H -6.062028 3.412377 2.104187 0.1 -0.1 0.1 0.25
H -4.986666 0.033832 2.446607 0.3 0.3 0.0 0.24
H -2.778198 -0.848766 1.733300 -0.1 0.2 0.1 0.24
H 1.682983 -0.866778 1.603849 -0.1 0.2 -0.2 0.24
H 3.947908 0.014743 2.049667 -0.2 0.2 0.1 0.24
C -1.042724 -2.003528 -3.950959 0.3 0.1 -0.2 -0.67
C -2.079798 -1.971327 -2.846985 -0.6 -0.2 0.2 0.53
C -3.338688 -2.700690 -3.317937 0.1 0.1 0.3 -0.63
O -1.600153 -2.622150 -1.640061 0.3 1.0 0.0 -0.51
C -0.618935 -1.937949 -0.950259 0.6 -0.1 -0.2 0.74
O -0.090910 -2.483097 0.006985 0.0 0.4 -0.5 -0.64
C -0.368380 -0.577229 -1.440787 -1.3 -0.9 0.3 -0.71
I 1.448456 0.394235 -1.493808 0.2 -0.9 0.2 0.95
C 2.863082 -1.229750 -1.834400 0.1 -0.1 -0.4 -0.16
C 3.256414 -2.063579 -0.794634 0.2 -0.1 0.3 -0.17
C 4.274130 -3.012740 -1.014429 -0.4 0.6 -0.4 -0.21
C 4.843412 -3.127795 -2.287563 -0.1 0.1 0.0 -0.17
C 4.413501 -2.313548 -3.343468 -0.3 0.2 0.5 -0.19
C 3.424223 -1.342256 -3.106081 0.1 0.0 -0.2 -0.24
C -1.603618 0.125613 -1.785817 0.2 0.5 -0.7 0.74
O -1.903341 1.263977 -1.476772 0.4 -0.5 -0.4 -0.61
O -2.501424 -0.635643 -2.503944 0.6 0.0 0.6 -0.51
H -0.106345 -1.532268 -3.635974 -0.2 -0.2 -0.3 0.22
H -0.853584 -3.051301 -4.223082 0.0 0.3 0.1 0.24
H -1.449475 -1.477471 -4.825347 0.2 -0.1 0.2 0.24
H -4.135383 -2.669194 -2.570282 0.2 0.0 0.0 0.23
H -3.699714 -2.216694 -4.229543 0.1 -0.1 0.1 0.23
H -3.099660 -3.741227 -3.545752 0.0 0.1 0.1 0.23
H 2.802132 -1.983986 0.187629 0.0 -0.1 -0.2 0.22
H 4.613413 -3.637519 -0.185304 -0.2 0.2 -0.3 0.24
H 5.643821 -3.851459 -2.456315 -0.3 0.2 0.0 0.24
H 4.855344 -2.414383 -4.339248 -0.2 0.1 0.4 0.24
H 3.112695 -0.667063 -3.898917 0.1 -0.2 0.1 0.24

***

[6]
17
Properties=species:S:1:pos:R:3:forces:R:3:nbo_charge:R:1 method="wB97M-V/def2-TZVPD" orbital_gap_ev="10.058 / 8.332" total_charge=+1 homo_energy_ha="-0.54166 / -0.49462" lumo_energy_ev="-4.68 / -5.13" e_tot_ev=-7296.615
C 1.078918 0.186599 0.457987 0.7 0.3 0.2 0.08
C -1.316557 0.116278 0.540675 1.8 1.4 -0.3 0.16
C 2.170040 -0.284830 -0.484381 0.0 0.0 0.3 -0.65
C -2.282555 0.088497 -0.545099 -0.5 -0.2 -0.3 -0.72
N 0.495480 1.426971 -0.033599 -1.8 -1.3 -0.1 -0.51
N -0.110413 -0.764067 0.425594 -0.3 -0.1 0.0 -0.56
H 1.445011 0.220739 1.494893 -0.3 -0.1 -0.2 0.21
H -1.552417 0.464543 1.532885 0.1 -0.2 0.2 0.23
H 2.979794 0.441510 -0.493554 0.0 0.1 0.1 0.27
H 1.786170 -0.347488 -1.498060 -0.1 0.0 -0.2 0.23
H 2.584780 -1.240269 -0.173900 0.1 -0.1 0.0 0.23
H -1.796753 0.033009 -1.517890 0.0 0.1 -0.1 0.25
H -2.920968 0.970123 -0.518214 0.1 0.0 0.0 0.28
H -2.953050 -0.779131 -0.455031 0.0 0.0 0.0 0.26
H 0.598534 2.194045 0.621501 0.1 0.1 0.3 0.36
H -0.131306 -1.222934 -0.496957 0.0 0.1 0.3 0.44
H -0.074705 -1.503593 1.143156 0.1 0.2 -0.3 0.45